No. 1
Here is a 2-piece molecular cluster, C32H36F6N3 overall at a distorted geometry from the Open Molecules 2025 dataset. Energies are from ωB97M-V with the def2-TZVPD basis set.

For the energy above the lowest of the compared OMol25 structures with the same formula, charge and spin, the calculation gives 0.0 kcal per mole. The calculation puts the lowest unoccupied orbital energy at -0.171 hartree. Its total charge is +1. The spin multiplicity is 1. The molar mass comes out at 576.6 g mol⁻¹.

Cartesian coordinates (Å):
C  -1.2028  -3.7368  4.1938
N  -1.3833  -3.7592  2.7635
C  -2.3426  -4.7257  2.2518
C  -1.6344  -5.9821  1.8375
F  -2.4588  -6.9624  1.3732
F  -0.7139  -5.7144  0.8481
F  -0.9166  -6.4961  2.8917
C  -0.7660  -2.8531  1.9666
C  -0.9775  -2.8000  0.5635
C  -0.3622  -1.8488  -0.2283
C  0.3550  -0.7513  0.3375
C  0.7313  0.4462  -0.3772
C  1.0734  1.6145  0.4377
C  2.2509  2.3394  0.1070
C  2.8603  3.1825  1.0251
C  2.2560  3.4585  2.2894
N  2.8875  4.2163  3.2579
C  4.2781  4.6094  3.1158
C  2.1409  5.0291  4.2260
C  2.2314  4.4944  5.6257
F  1.6492  5.3186  6.5488
F  1.6092  3.2672  5.7028
F  3.5354  4.2978  6.0123
C  0.9771  2.8719  2.5371
C  0.4135  1.9702  1.6469
C  0.7027  -0.9307  1.7204
C  0.1641  -1.9254  2.5033
H  -1.3707  -2.7289  4.6007
H  -1.9213  -4.4171  4.6589
H  -0.1865  -4.0492  4.4826
H  -3.0271  -4.9912  3.0639
H  -2.8745  -4.3354  1.3815
H  -1.6380  -3.5268  0.0968
H  -0.4971  -1.9263  -1.3100
H  1.5015  0.3810  -1.1480
H  2.7721  2.1302  -0.8314
H  3.8071  3.6655  0.7609
H  4.7961  3.9122  2.4488
H  4.3670  5.6335  2.7214
H  4.7681  4.5832  4.0956
H  2.5831  6.0329  4.2537
H  1.0821  5.0516  3.9607
H  0.4693  3.0827  3.4777
H  -0.4991  1.4509  1.9418
H  1.3963  -0.2331  2.1911
H  0.4445  -1.9741  3.5522
C  -2.4761  -0.4323  -5.4348
N  -1.9023  -0.3424  -4.0929
C  -0.6292  -0.8043  -3.8516
C  0.1874  -0.3287  -2.8158
C  1.6651  -0.5764  -2.9317
C  2.1788  -0.7688  -4.3608
C  1.4090  -1.8379  -5.1097
C  -0.1124  -1.7711  -4.9068
C  -2.6694  0.3077  -3.1023
C  -2.7610  -0.2394  -1.8104
C  -3.2725  0.5265  -0.7637
C  -3.8320  1.7834  -1.0382
C  -3.9043  2.2502  -2.3585
C  -3.3529  1.5018  -3.4003
H  -3.4732  0.0227  -5.4083
H  -1.8621  0.0946  -6.1871
H  -2.5823  -1.4893  -5.7298
H  -0.3094  0.3490  -2.1121
H  2.2742  0.2607  -2.5687
H  1.9639  -1.4477  -2.3134
H  2.0995  0.2006  -4.8676
H  3.2382  -1.0405  -4.3087
H  1.6697  -1.7440  -6.1708
H  1.7583  -2.8315  -4.8014
H  -0.4344  -2.7907  -4.6311
H  -0.5340  -1.5466  -5.8942
H  -2.4155  -1.2594  -1.6381
H  -3.2334  0.1344  0.2593
H  -4.2272  2.3856  -0.2156
H  -4.3866  3.2065  -2.5784
H  -3.4054  1.8556  -4.4330

Results of the Löwdin charge analysis, in e, for atoms 1 through 5: C -0.0385; N -0.1079; C -0.0382; C -0.5274; F 0.1366

No. 2
Here is a 2-piece molecular cluster, C4H11NO3 overall at a distorted geometry from the Open Molecules 2025 dataset. Energies are from ωB97M-V with the def2-TZVPD basis set.

For the energy above the lowest of the compared OMol25 structures with the same formula, charge and spin, the calculation gives 84.9 kcal per mole. The calculation puts the lowest unoccupied orbital energy at 0.025 hartree. As for the SMILES: CN(C)CC(=O)O.O. The spin multiplicity is 1. The molar mass comes out at 121.1 g mol⁻¹.

Cartesian coordinates (Å):
C  0.1539  -1.1777  -1.5175
N  -0.0417  0.0344  -0.5455
C  -1.4173  0.5659  -0.5935
C  1.1097  0.8802  -0.5124
C  1.8173  0.4882  0.7102
O  2.8229  1.4750  0.8670
O  1.3888  -0.1304  1.6496
H  0.4075  -2.0470  -0.8746
H  0.7816  -1.0195  -2.3146
H  -0.7316  -1.5290  -1.9627
H  -1.4988  1.6998  -0.4280
H  -1.8696  0.2691  -1.6965
H  -2.0285  0.2004  0.1492
H  0.8501  2.0045  -0.3006
H  1.7828  0.9609  -1.4082
H  3.5728  1.1951  1.6347
H  -2.9080  -1.6915  1.9674
H  -1.7194  -1.2054  2.7881
O  -2.4729  -0.9731  2.3880

Results of the Löwdin charge analysis, in e, for atoms 1 through 5: C -0.0317; N -0.2293; C -0.0828; C -0.1755; C -0.4961

No. 3
Here is an isolated ion of composition C6H10N4 and charge +2 at a distorted geometry from the Open Molecules 2025 dataset. Energies are from ωB97M-V with the def2-TZVPD basis set.

For the energy above the lowest of the compared OMol25 structures with the same formula, charge and spin, the calculation gives 58.9 kcal per mole. The calculation puts the lowest unoccupied orbital energy at -0.353 hartree. Its total charge is +2. As for the SMILES: [NH2+]=CN/C=[NH+]\[C@H]1C=CN=C1. The spin multiplicity is 1. The molar mass comes out at 138.2 g mol⁻¹.

Cartesian coordinates (Å):
C  1.7338  -1.4458  0.3649
C  -0.8385  1.6030  -0.1597
C  -1.6371  -0.7840  -0.3077
C  1.1544  -0.4987  1.0622
C  2.3639  0.3657  -0.7817
C  1.4294  0.8149  0.5198
N  2.4355  -0.9049  -0.7374
N  -1.7224  0.5198  -0.0928
N  0.3981  1.7211  0.1414
N  -2.6499  -1.5880  -0.2985
H  1.7163  -2.5600  0.4529
H  -1.2446  2.3939  -0.6813
H  -0.6191  -1.1601  -0.3169
H  0.6531  -0.6794  1.9787
H  2.7267  1.0823  -1.6643
H  2.1765  1.2533  1.1754
H  -2.6187  1.0201  0.0254
H  0.8475  2.6623  0.1666
H  -2.7198  -2.5213  -0.7095
H  -3.5849  -1.2940  -0.1374

Results of the Löwdin charge analysis, in e, for atoms 1 through 5: C -0.0802; C 0.0362; C -0.0585; C -0.0970; C 0.0068

No. 4
Here is C19H20F3HfN3O3S as an isolated structure at a distorted geometry from the Open Molecules 2025 dataset. Energies are from ωB97M-V with the def2-TZVPD basis set.

The calculation puts the lowest unoccupied orbital energy at -0.593 hartree. Its total charge is +4. The spin multiplicity is 1. The molar mass comes out at 605.9 g mol⁻¹.

Cartesian coordinates (Å):
C  0.7943  4.1791  -0.2025
C  0.7692  2.8908  -0.5228
C  0.6322  1.2869  -0.7953
C  -0.3704  0.7230  0.3322
C  0.2566  0.9002  1.8096
C  1.7727  0.3548  1.9841
S  3.0318  1.7296  2.3307
C  3.7925  1.9988  0.6430
N  4.3548  0.8940  -0.1499
N  4.7803  1.4621  -1.3050
C  4.5036  2.9079  -1.2802
O  3.9022  3.2601  -0.0336
C  -1.6250  1.7864  0.1961
O  -2.0047  2.7022  0.9841
N  -2.2155  1.3083  -1.1063
C  -2.0620  -0.1922  -1.3445
C  -1.5018  -0.6896  -2.7587
C  -1.0191  -1.1177  -3.9186
C  -1.2729  -0.6161  0.0207
C  -0.5491  -2.0503  0.1122
C  0.7405  -2.2513  -0.8385
C  1.9697  -2.9754  -0.0382
F  1.7740  -3.6805  1.2140
C  3.3661  -3.0086  -0.5497
F  3.7176  -4.0829  -1.4089
F  4.3805  -2.0834  -0.2106
O  -2.3498  -0.3855  1.0238
C  -3.2539  -1.5094  1.1242
C  -4.7706  -0.9265  1.4026
H  1.0244  5.1661  0.3598
H  1.6865  0.7887  -0.7603
H  0.2723  1.1952  -1.8814
H  0.2444  2.0192  2.1400
H  -0.3983  0.3024  2.5603
H  1.8279  -0.3275  2.9262
H  2.0991  -0.2731  1.0741
H  4.7204  3.6777  -2.1168
H  -1.8893  1.8996  -1.8922
H  -3.1896  -0.4875  -1.4302
H  -0.7188  -1.7939  -4.8107
H  -1.2540  -2.9530  -0.1066
H  -0.2395  -2.1893  1.2313
H  1.0965  -1.3219  -1.4091
H  0.4417  -3.0315  -1.6603
H  -3.0118  -2.2093  2.0059
H  -3.3329  -2.1428  0.1657
H  -5.4348  -1.1243  0.4812
H  -5.2214  -1.3513  2.4017
H  -4.6550  0.2353  1.5022
Hf  -5.6114  1.1067  2.5052

Results of the Löwdin charge analysis, in e, for atoms 1 through 5: C 0.1477; C -0.0864; C -0.1038; C -0.2349; C -0.1391

- Look up the lowest unoccupied orbital energy of the fourth one.
  -0.593 hartree

- Which value of lowest unoccupied orbital energy does entry 4 give?
  -0.593 hartree

- Number 4 is which compound?
  C19H20F3HfN3O3S